1.
C51H102IN9O13S as an isolated structure. Source: the OMol25 dataset; level of theory: the ωB97M-V functional and the def2-TZVPD basis.

Geometry as ORCA input:
```
! RIJCOSX wB97M-V def2-TZVPD def2/J DEFGRID3
* xyz 0 1
C -3.093 -0.100 7.362
C -2.270 -0.753 6.778
C -1.145 -1.337 6.009
C -0.577 -0.293 5.000
C 0.526 0.509 5.717
C 0.155 2.013 5.843
O 1.884 0.448 5.271
S 2.316 -0.294 3.944
O 3.574 -0.935 4.223
O 2.515 0.705 2.919
C 1.030 -1.538 3.360
C 0.955 -2.758 4.315
C 1.559 -2.623 5.662
C 2.075 -2.415 6.724
C 1.745 -1.962 2.037
I 0.727 -2.640 0.203
C 2.711 -3.209 2.100
C 3.791 -3.323 3.172
C -0.385 -0.734 3.488
C -1.688 -1.550 3.258
C -2.545 -1.585 1.984
C -4.030 -1.292 2.358
C -4.706 -2.607 2.779
C -6.020 -2.339 3.511
O -5.688 -1.971 4.843
C -6.581 -1.056 5.444
C -0.454 0.632 2.733
C -1.862 1.317 2.733
C 0.003 0.798 1.273
C 0.013 2.340 0.957
H -3.598 0.511 8.073
H -0.434 -1.643 6.780
H -1.526 -2.271 5.596
H -1.392 0.428 4.975
H 0.547 0.201 6.765
H 1.055 2.610 5.988
H -0.452 2.368 5.010
H -0.453 2.137 6.745
H -0.073 -3.045 4.537
H 1.388 -3.680 3.931
H 2.351 -2.325 7.749
H 2.383 -1.197 1.606
H 3.192 -3.284 1.125
H 2.081 -4.105 2.150
H 4.326 -4.267 3.030
H 3.443 -3.299 4.203
H 4.521 -2.519 3.066
H -1.621 -2.583 3.611
H -2.419 -1.112 3.945
H -2.558 -2.594 1.565
H -2.271 -0.930 1.164
H -4.101 -0.559 3.167
H -4.510 -0.905 1.469
H -4.871 -3.208 1.879
H -4.042 -3.159 3.454
H -6.627 -3.255 3.529
H -6.557 -1.548 2.978
H -7.117 -1.518 6.280
H -7.318 -0.646 4.748
H -5.995 -0.218 5.836
H 0.156 1.365 3.264
H -2.325 1.221 1.753
H -1.777 2.369 2.997
H -2.579 0.892 3.439
H -0.656 0.375 0.515
H 1.017 0.493 1.029
H 0.870 2.573 0.323
H 0.137 2.937 1.864
H -0.852 2.634 0.380
C -4.422 5.702 2.389
C -3.665 4.807 1.433
O -3.895 3.612 1.344
N -2.702 5.376 0.665
C -2.280 6.766 0.631
H -5.149 5.100 2.926
H -3.739 6.154 3.110
H -4.950 6.486 1.844
H -2.235 4.719 0.052
H -2.422 7.159 -0.379
H -1.223 6.826 0.882
H -2.842 7.374 1.330
C -1.532 -0.938 -2.858
C -2.982 -1.342 -2.840
O -3.528 -1.739 -1.828
N -3.673 -1.259 -4.004
C -3.194 -0.821 -5.299
H -1.120 -1.048 -1.853
H -0.982 -1.584 -3.545
H -1.425 0.106 -3.159
H -4.635 -1.548 -3.922
H -3.780 0.038 -5.634
H -3.314 -1.628 -6.024
H -2.147 -0.540 -5.255
C -2.463 -6.973 -3.576
C -1.635 -5.782 -3.156
O -1.357 -4.879 -3.935
N -1.202 -5.746 -1.874
C -1.425 -6.714 -0.814
H -2.731 -6.858 -4.622
H -1.894 -7.896 -3.457
H -3.377 -7.030 -2.984
H -0.657 -4.928 -1.660
H -1.943 -6.226 0.015
H -0.463 -7.082 -0.460
H -2.018 -7.553 -1.160
C 1.204 4.177 -3.024
C -0.238 3.860 -2.712
O -0.589 3.471 -1.605
N -1.146 4.023 -3.706
C -0.919 4.472 -5.071
H 1.800 3.998 -2.133
H 1.572 3.535 -3.825
H 1.311 5.222 -3.314
H -2.087 3.795 -3.428
H -1.502 5.373 -5.252
H -1.248 3.692 -5.762
H 0.127 4.689 -5.251
C 1.545 8.411 3.645
C 0.068 8.397 3.336
O -0.368 8.691 2.234
N -0.779 8.039 4.338
C -0.452 7.656 5.700
H 2.083 8.714 2.752
H 1.763 9.122 4.443
H 1.885 7.416 3.937
H -1.749 8.050 4.066
H -0.818 6.646 5.892
H -0.938 8.340 6.397
H 0.619 7.682 5.868
C 6.178 -2.652 0.158
C 5.521 -3.685 -0.724
O 4.869 -4.613 -0.264
N 5.672 -3.556 -2.067
C 6.402 -2.533 -2.800
H 5.964 -2.894 1.196
H 7.259 -2.658 0.014
H 5.785 -1.658 -0.057
H 5.205 -4.278 -2.591
H 5.720 -2.009 -3.467
H 7.181 -3.005 -3.399
H 6.860 -1.814 -2.131
C 6.590 -2.695 -6.472
C 7.380 -1.421 -6.272
O 7.442 -0.840 -5.200
N 8.038 -0.927 -7.354
C 8.088 -1.463 -8.702
H 6.121 -2.968 -5.534
H 5.811 -2.547 -7.220
H 7.248 -3.507 -6.783
H 8.545 -0.078 -7.160
H 9.124 -1.679 -8.970
H 7.695 -0.725 -9.403
H 7.506 -2.374 -8.785
C -2.646 7.790 -8.003
C -2.226 8.107 -6.588
O -1.213 7.636 -6.092
N -3.018 8.944 -5.870
C -4.247 9.596 -6.283
H -1.917 7.115 -8.439
H -3.623 7.304 -8.013
H -2.684 8.699 -8.604
H -2.679 9.113 -4.935
H -4.127 10.678 -6.211
H -5.060 9.292 -5.622
H -4.506 9.337 -7.304
C 1.746 -9.422 -2.930
C 1.572 -9.660 -1.449
O 0.469 -9.749 -0.932
N 2.697 -9.770 -0.696
C 4.080 -9.687 -1.127
H 0.764 -9.356 -3.389
H 2.278 -8.486 -3.107
H 2.291 -10.247 -3.390
H 2.511 -9.926 0.282
H 4.594 -10.619 -0.881
H 4.576 -8.868 -0.604
H 4.150 -9.517 -2.195
*
```

Output
E_LUMO, eV: 0.487
Strongest force on any atom, Eh/bohr: 0.063
Frontier orbital gap, eV: 9.18

Mulliken population analysis, charges in e, atoms 1 to 5: -0.1343, -1.3243, -0.2830, -0.3420, -0.0028


2.
A 12-piece molecular cluster, C51H104Cl4F2N12O4S2 overall. Source: the OMol25 dataset; level of theory: the ωB97M-V functional and the def2-TZVPD basis.

Geometry as ORCA input:
```
! RIJCOSX wB97M-V def2-TZVPD def2/J DEFGRID3
* xyz 2 1
C -8.066 0.619 9.490
C -7.666 -0.158 8.197
C -7.925 -1.646 8.515
C -7.386 -2.430 7.333
N -7.792 -3.964 7.308
C -9.298 -4.177 7.033
C -9.446 -4.166 5.489
C -8.101 -4.456 4.955
C -7.130 -4.609 6.096
C -7.268 -4.648 8.591
H -7.417 0.366 10.328
H -9.070 0.379 9.839
H -8.040 1.672 9.211
H -6.648 0.156 7.965
H -8.210 0.268 7.354
H -8.978 -1.864 8.693
H -7.420 -1.988 9.419
H -6.296 -2.418 7.336
H -7.642 -2.086 6.331
H -9.585 -5.160 7.405
H -9.941 -3.489 7.582
H -10.051 -5.007 5.150
H -9.966 -3.269 5.151
H -8.031 -5.385 4.389
H -7.763 -3.636 4.321
H -7.126 -5.674 6.326
H -6.068 -4.375 6.014
H -7.518 -5.709 8.572
H -7.851 -4.171 9.379
H -6.194 -4.463 8.619
C -13.243 -8.456 5.345
C -13.412 -6.927 5.598
C -14.363 -6.790 6.813
C -14.543 -5.245 7.121
N -15.471 -4.907 8.290
C -15.426 -3.421 8.589
C -15.792 -3.357 10.068
C -15.257 -4.672 10.722
C -14.925 -5.544 9.573
C -16.896 -5.365 7.913
H -14.175 -8.864 4.955
H -13.006 -8.986 6.267
H -12.457 -8.616 4.607
H -13.716 -6.366 4.714
H -12.413 -6.503 5.699
H -13.976 -7.208 7.742
H -15.275 -7.277 6.469
H -14.984 -4.716 6.275
H -13.587 -4.770 7.344
H -16.042 -2.898 7.858
H -14.378 -3.186 8.401
H -16.879 -3.407 10.126
H -15.521 -2.451 10.611
H -16.022 -5.093 11.374
H -14.404 -4.407 11.348
H -15.414 -6.508 9.715
H -13.847 -5.697 9.526
H -17.238 -4.926 6.976
H -17.564 -5.058 8.717
H -16.990 -6.443 7.783
C -9.306 -6.205 13.795
C -7.842 -5.999 14.302
C -7.519 -4.961 15.410
C -6.023 -4.958 15.841
N -5.804 -4.225 17.187
C -6.416 -2.842 17.165
C -5.444 -1.946 17.989
C -4.276 -2.778 18.443
C -4.256 -3.916 17.397
C -6.238 -5.212 18.273
H -10.006 -6.495 14.578
H -9.206 -6.983 13.039
H -9.616 -5.202 13.499
H -7.144 -5.992 13.465
H -7.622 -6.924 14.835
H -8.207 -5.134 16.238
H -7.791 -4.018 14.935
H -5.386 -4.444 15.121
H -5.573 -5.946 15.942
H -7.430 -2.776 17.561
H -6.437 -2.403 16.167
H -5.923 -1.629 18.915
H -5.112 -1.079 17.417
H -4.297 -3.097 19.485
H -3.353 -2.197 18.452
H -3.710 -4.793 17.745
H -3.763 -3.570 16.489
H -7.324 -5.281 18.211
H -6.051 -4.886 19.296
H -5.828 -6.174 17.965
C -4.167 -13.670 8.592
C -5.223 -12.688 9.001
N -6.369 -12.759 8.151
C -7.183 -13.914 7.932
C -8.036 -13.542 6.826
N -7.831 -12.219 6.570
C -6.851 -11.691 7.413
C -8.364 -11.507 5.480
H -3.384 -13.643 9.350
H -3.753 -13.427 7.613
H -4.535 -14.692 8.510
H -4.783 -11.691 8.998
H -5.601 -12.876 10.006
H -7.050 -14.721 8.637
H -8.874 -14.045 6.365
H -6.657 -10.633 7.521
H -8.058 -12.002 4.559
H -8.008 -10.480 5.396
H -9.433 -11.317 5.576
C -9.611 -8.087 6.737
C -9.258 -8.599 8.135
N -10.407 -8.599 8.950
C -11.541 -9.418 8.913
C -12.373 -8.972 9.927
N -11.763 -7.901 10.652
C -10.531 -7.683 10.021
C -12.252 -7.113 11.807
H -10.236 -8.836 6.250
H -8.770 -7.905 6.069
H -10.280 -7.230 6.824
H -8.407 -8.059 8.551
H -9.003 -9.659 8.142
H -11.707 -10.213 8.201
H -13.376 -9.304 10.153
H -9.871 -6.930 10.426
H -12.652 -6.157 11.468
H -11.477 -7.089 12.573
H -13.065 -7.676 12.266
C -10.614 -14.460 9.407
C -10.396 -12.995 10.012
N -11.589 -12.577 10.804
C -12.954 -12.594 10.441
C -13.730 -12.043 11.427
N -12.844 -11.627 12.414
C -11.535 -12.064 12.072
C -13.262 -10.932 13.670
H -9.739 -14.661 8.788
H -11.558 -14.476 8.863
H -10.665 -15.285 10.117
H -10.390 -12.175 9.294
H -9.583 -12.894 10.732
H -13.147 -13.012 9.464
H -14.808 -12.021 11.498
H -10.566 -11.938 12.532
H -13.471 -9.911 13.353
H -12.473 -10.739 14.396
H -14.110 -11.427 14.145
C -15.536 -10.518 8.360
C -15.642 -12.007 7.984
N -16.107 -12.358 6.603
C -15.501 -12.004 5.377
C -16.258 -12.541 4.360
N -17.296 -13.288 4.905
C -17.218 -13.160 6.286
C -18.198 -14.167 4.094
H -14.650 -10.114 7.871
H -15.409 -10.419 9.438
H -16.309 -9.799 8.089
H -16.243 -12.549 8.713
H -14.712 -12.565 8.092
H -14.686 -11.297 5.315
H -16.098 -12.492 3.293
H -17.960 -13.607 6.932
H -18.323 -15.180 4.477
H -17.763 -14.240 3.097
H -19.174 -13.693 4.001
Cl -15.848 -8.586 11.861
Cl -11.985 -12.503 6.544
Cl -10.587 -4.173 10.258
Cl -5.924 -8.241 6.452
N -7.920 -11.767 12.099
S -6.406 -11.716 12.844
O -6.543 -11.436 14.260
O -5.281 -11.248 12.055
F -6.203 -13.340 13.022
S -7.802 -10.262 11.736
O -7.385 -9.920 10.355
O -7.502 -9.193 12.756
F -9.400 -10.053 11.617
*
```

Output
E_LUMO, eV: -3.417
Strongest force on any atom, Eh/bohr: 0.162
Frontier orbital gap, eV: 7.05

Mulliken population analysis, charges in e, atoms 1 to 5: -1.2979, -0.5541, -0.1814, -1.2147, 0.3963